#i
Computed, not measured: 2 unconnected molecules or ions with the total composition C4H13N3O, with the ωB97M-V functional and the def2-TZVPD basis.

The SMILES is N/C=C(\N)CCN.O. The HOMO energy is -7.392 eV. The LUMO energy is 0.862 eV.

```
! wB97M-V def2-TZVPD RIJCOSX def2/J DEFGRID3
* xyz 0 1
N 1.068 0.678 2.230
C 0.817 0.205 0.943
C -0.361 -0.391 0.624
N -1.388 -0.462 1.579
C -0.864 -0.902 -0.701
C 0.071 -0.797 -1.871
N 1.405 -1.627 -1.738
H 0.417 0.589 2.979
H 2.006 0.753 2.589
H 1.368 0.555 0.081
H -2.216 -1.028 1.479
H -1.140 -0.174 2.507
H -1.758 -0.337 -1.014
H -1.068 -1.966 -0.502
H 0.543 0.186 -1.829
H -0.270 -1.142 -2.837
H 1.785 -1.264 -0.879
H 1.999 -1.293 -2.489
O -0.688 3.095 -0.631
H -0.232 2.272 -0.400
H -1.496 3.049 -0.119
*
```

=====

#ii
Computed, not measured: a molecular structure, C4H13N3O, with the ωB97M-V functional and the def2-TZVPD basis.

The HOMO energy is -8.352 eV. The LUMO energy is 0.979 eV.

```
! wB97M-V def2-TZVPD RIJCOSX def2/J DEFGRID3
* xyz 0 1
C -0.817 0.657 2.017
O 0.459 0.482 1.505
C -1.859 1.219 1.061
N -1.898 0.424 -0.204
H -1.224 -0.301 2.358
H -0.777 1.380 2.842
H -2.869 1.183 1.483
H -1.669 2.245 0.739
H -1.755 -0.561 -0.015
H -2.754 0.543 -0.724
C 1.307 -0.314 -1.487
C 1.920 -1.207 -0.716
N 2.436 -2.428 -1.202
N 0.624 0.833 -0.963
H 1.262 -0.469 -2.562
H 2.044 -1.096 0.353
H 2.149 -3.174 -0.583
H 2.143 -2.646 -2.144
H -0.420 0.827 -0.986
H 1.058 1.727 -1.159
H 0.640 0.673 0.387
*
```

=====

#iii
Computed, not measured: C4H13N3O in the gas phase, with the ωB97M-V functional and the def2-TZVPD basis.

The SMILES is C[C@H](O)[C@@H](N)CNN. The HOMO energy is -9.013 eV. The LUMO energy is 0.957 eV.

```
! wB97M-V def2-TZVPD RIJCOSX def2/J DEFGRID3
* xyz 0 1
C -1.121 2.142 -0.908
C -0.928 0.802 -0.203
O -1.336 0.980 1.158
C 0.740 0.392 -0.221
N 1.491 1.299 0.618
C 0.983 -1.053 0.242
N -0.242 -1.865 0.175
N 0.031 -3.268 0.185
H -2.136 2.204 -1.316
H -0.430 2.310 -1.740
H -1.011 3.015 -0.256
H -1.665 0.139 -0.674
H -1.413 0.092 1.546
H 1.065 0.507 -1.259
H 1.358 2.269 0.341
H 1.147 1.210 1.577
H 1.769 -1.469 -0.405
H 1.361 -1.114 1.271
H -0.763 -1.456 -0.687
H 0.698 -3.567 -0.531
H 0.403 -3.567 1.089
*
```

=====

#iv
Computed, not measured: 2 unconnected molecules or ions with the total composition C4H13N3O, with the ωB97M-V functional and the def2-TZVPD basis.

The HOMO energy is -7.895 eV. The LUMO energy is 0.923 eV.

```
! wB97M-V def2-TZVPD RIJCOSX def2/J DEFGRID3
* xyz 0 1
C 1.094 0.982 -0.431
C 1.016 -0.862 -0.151
N 0.139 1.262 -1.472
N 1.768 -1.156 0.978
C 0.795 -1.731 -1.147
O 0.865 1.624 0.681
H -0.351 1.076 1.183
H 2.145 0.965 -0.760
H -0.032 2.260 -1.518
H 0.441 0.919 -2.375
H 2.383 -1.957 0.952
H 2.122 -0.349 1.473
H 0.180 -1.457 -1.992
H 1.113 -2.768 -1.109
C -2.442 0.379 0.533
N -1.181 0.189 1.259
H -1.315 -0.162 2.202
H -0.493 -0.480 0.684
H -2.197 0.717 -0.469
H -3.070 1.117 1.036
H -2.980 -0.568 0.445
*
```

=====

Quick one: most stable of them? #i

=====

#i
Computed, not measured: a molecular structure, C4H13N3O, with the ωB97M-V functional and the def2-TZVPD basis.

The HOMO energy is -8.380 eV. The LUMO energy is 0.663 eV.

```
! wB97M-V def2-TZVPD RIJCOSX def2/J DEFGRID3
* xyz 0 1
C -1.837 -0.609 0.352
C 0.196 1.629 0.723
N 0.041 0.567 -0.264
N -1.332 -1.795 0.601
N -2.802 -0.378 -0.590
H -0.060 0.949 -1.201
H -1.884 0.061 1.202
H -0.053 -1.627 0.920
H -1.466 -2.478 -0.138
H -3.140 0.564 -0.700
H -2.799 -0.949 -1.421
H 0.459 1.154 1.667
H -0.743 2.178 0.826
H 0.969 2.356 0.456
C 2.549 0.171 -0.460
C 1.176 -0.469 -0.239
O 1.115 -1.171 0.910
H 0.929 -1.089 -1.132
H 3.289 -0.622 -0.549
H 2.569 0.783 -1.365
H 2.823 0.775 0.403
*
```

=====

#ii
Computed, not measured: 2 unconnected molecules or ions with the total composition C4H13N3O, with the ωB97M-V functional and the def2-TZVPD basis.

The HOMO energy is -8.655 eV. The LUMO energy is 0.720 eV.

```
! wB97M-V def2-TZVPD RIJCOSX def2/J DEFGRID3
* xyz 0 1
C -0.536 -0.590 -1.359
C 1.830 0.306 -0.836
C 0.342 0.304 -0.468
N -0.664 0.050 -2.670
O -0.182 1.462 -0.178
H -1.309 -0.458 -3.264
H -1.031 0.987 -2.538
H -1.499 -0.731 -0.844
H -0.072 -1.573 -1.487
H 1.945 0.775 -1.814
H 2.386 0.895 -0.104
H 2.246 -0.703 -0.883
C -0.129 -0.341 2.038
N 0.033 0.981 2.294
N -1.429 -0.805 1.966
H 0.988 1.208 2.542
H -1.547 -1.720 1.558
H -0.222 1.516 1.390
H -2.090 -0.128 1.606
H 0.590 -1.046 2.444
H 0.352 -0.390 0.606
*
```

=====

Quick one: most stable of them? #i